# C5H11N

C5H11N in the gas phase (ωB97M-V/def2-TZVPD, the OMol25 dataset).

ORCA input file:
```
! RIJCOSX wB97M-V def2-TZVPD def2/J DEFGRID3
* xyz 0 1
C 0.024 -1.290 0.903
C 0.109 -0.557 -0.463
C 1.493 -0.752 -1.108
N -0.195 0.891 -0.459
C -1.524 1.350 -0.116
C -0.369 1.654 0.762
H 0.045 -0.577 1.724
H -0.889 -1.890 1.016
H 0.894 -1.942 1.066
H -0.630 -1.008 -1.141
H 2.295 -0.463 -0.414
H 1.561 -0.120 -1.999
H 1.664 -1.798 -1.411
H -2.231 0.611 0.261
H -1.960 2.104 -0.768
H 0.102 2.636 0.799
H -0.358 1.133 1.711
*
```

Values from the calculation:
E_HOMO: -8.957 eV
E_LUMO: 1.22 eV
SMILES: CC(C)N1CC1
HOMO-LUMO gap: 10.174 eV
energy relative to the best compared isomer or geometry (same formula, charge and spin): 1.5209 eV

# C29H46BrMnN3P2S

A molecular structure, C29H46BrMnN3P2S (ωB97M-V/def2-TZVPD, the OMol25 dataset).

ORCA input file:
```
! RIJCOSX wB97M-V def2-TZVPD def2/J DEFGRID3
* xyz 2 6
N -6.691 4.871 -6.134
C -6.487 5.396 -4.906
C -5.571 4.844 -3.991
C -4.862 3.673 -4.333
C -5.025 3.179 -5.650
C -5.955 3.802 -6.502
C -3.940 3.069 -3.397
Mn -1.822 0.181 -1.047
P 4.683 -0.694 -0.877
C -3.228 1.926 -3.645
C -2.007 1.663 -2.892
C -0.785 1.258 -3.508
C 0.462 1.728 -2.998
C 0.561 2.379 -1.764
C -0.611 2.531 -0.971
C -1.913 2.197 -1.492
Br 2.155 3.211 -1.032
H -3.770 3.634 -2.478
H -3.559 1.237 -4.464
H -5.416 5.302 -3.015
H -4.434 2.336 -6.003
H -7.103 6.269 -4.624
H -6.112 3.388 -7.509
H -0.749 0.793 -4.520
H -2.768 2.245 -0.787
H 1.343 1.716 -3.650
H -0.602 3.341 -0.245
P -0.870 -1.937 -1.292
C 4.709 1.119 -0.806
C 6.010 1.810 -1.233
H 4.417 1.415 0.220
H 3.895 1.403 -1.496
H 5.924 2.885 -1.003
H 6.877 1.392 -0.702
H 6.160 1.683 -2.317
C 4.051 -1.190 -2.511
C 5.084 -2.152 -3.142
H 3.903 -0.298 -3.146
H 3.083 -1.697 -2.365
H 4.847 -2.316 -4.203
H 6.110 -1.760 -3.061
H 5.072 -3.124 -2.620
C 3.610 -1.307 0.447
C 4.545 -1.859 1.540
H 2.966 -2.095 0.017
H 2.974 -0.483 0.799
H 4.012 -2.627 2.114
H 5.435 -2.330 1.087
H 4.898 -1.058 2.211
C -0.771 -3.183 0.027
C -1.661 -4.430 -0.032
H -0.955 -2.625 0.963
H 0.279 -3.512 0.048
H -2.683 -4.233 0.317
H -1.724 -4.911 -1.019
H -1.222 -5.169 0.655
C 0.498 -2.382 -2.392
C 0.202 -2.270 -3.881
H 0.811 -3.404 -2.120
H 1.318 -1.706 -2.107
H -0.745 -2.767 -4.141
H 0.140 -1.212 -4.194
H 1.010 -2.744 -4.458
C -2.478 -2.178 -2.118
C -3.734 -1.928 -1.265
H -2.410 -3.217 -2.460
H -2.536 -1.542 -3.019
H -4.228 -1.018 -1.657
H -4.439 -2.769 -1.366
H -3.541 -1.792 -0.183
C -1.244 -1.865 4.397
N -0.271 -0.875 3.895
C 0.609 -0.225 4.724
C 1.436 0.537 3.962
N 0.997 0.386 2.658
C -0.182 -0.325 2.625
S -1.489 -0.169 1.559
H -2.262 -1.468 4.267
H -1.132 -2.835 3.867
H -1.044 -2.011 5.479
H 0.523 -0.361 5.783
H 2.247 1.176 4.260
H 1.356 0.905 1.874
*
```

Values from the calculation:
<S²>: 8.768
E_HOMO (spin up / spin down): -11.580 / -11.579 eV
E_LUMO (spin up / spin down): -6.43 / -7.23 eV
HOMO-LUMO gap (spin up / spin down): 5.150 / 4.352 eV
energy relative to the best compared isomer or geometry (same formula, charge and spin): 1.9854 eV

# C33H57BN11OSi3Ti

A molecular structure, C33H57BN11OSi3Ti (ωB97M-V/def2-TZVPD, the OMol25 dataset).

ORCA input file:
```
! RIJCOSX wB97M-V def2-TZVPD def2/J DEFGRID3
* xyz 2 2
Ti 9.174 -16.330 -7.651
C 12.228 -19.358 -7.588
C 11.197 -18.582 -8.133
N 10.619 -17.796 -7.182
N 11.221 -18.146 -5.979
C 12.186 -19.131 -6.234
B 10.602 -17.394 -4.755
N 10.883 -15.871 -5.047
C 11.685 -15.071 -4.339
C 11.794 -13.866 -4.939
C 10.954 -14.020 -6.062
N 10.409 -15.220 -6.080
N 9.062 -17.606 -4.889
C 8.177 -18.137 -3.993
C 6.885 -18.003 -4.553
C 7.122 -17.297 -5.741
N 8.407 -17.113 -5.919
N 11.216 -17.731 -3.429
C 11.067 -17.295 -2.143
C 11.703 -18.129 -1.289
C 12.187 -19.130 -2.130
N 11.934 -18.888 -3.379
H 12.861 -20.064 -8.067
H 10.883 -18.436 -9.164
H 12.762 -19.556 -5.414
H 12.084 -15.422 -3.390
H 12.375 -12.983 -4.750
H 10.709 -13.320 -6.835
H 8.447 -18.538 -3.066
H 5.917 -18.277 -4.185
H 6.411 -16.807 -6.388
H 10.552 -16.458 -1.860
H 11.746 -18.036 -0.120
H 12.680 -20.038 -1.768
C 9.388 -14.927 -13.852
Si 8.992 -15.846 -12.300
C 9.985 -17.377 -12.389
C 7.242 -16.385 -12.293
C 9.471 -14.762 -10.951
C 10.789 -15.003 -10.344
C 12.020 -14.885 -11.074
C 13.190 -15.231 -10.512
C 13.249 -15.526 -9.130
C 12.086 -15.501 -8.454
N 10.811 -15.358 -9.038
Si 8.935 -12.948 -11.091
C 7.242 -12.824 -11.765
C 9.147 -12.216 -9.372
C 10.060 -12.037 -12.225
H 8.888 -15.595 -14.551
H 10.455 -14.805 -14.078
H 8.758 -14.036 -14.069
H 9.470 -18.379 -12.493
H 10.621 -17.488 -11.412
H 10.846 -17.283 -13.126
H 7.194 -17.003 -13.204
H 6.434 -15.684 -12.386
H 7.061 -17.217 -11.555
H 11.929 -14.704 -12.157
H 14.097 -15.272 -11.097
H 14.131 -15.724 -8.476
H 12.099 -15.774 -7.325
H 6.388 -13.339 -11.316
H 7.211 -13.207 -12.787
H 6.992 -11.770 -11.859
H 10.215 -12.229 -9.077
H 8.573 -12.804 -8.617
H 8.829 -11.205 -9.383
H 10.668 -11.344 -11.618
H 9.318 -11.430 -12.768
H 10.710 -12.535 -12.906
C 6.543 -13.483 -4.739
C 6.774 -12.674 -6.084
N 6.120 -13.255 -7.213
C 4.653 -12.900 -7.379
C 4.453 -11.474 -7.867
C 6.670 -14.290 -7.830
C 5.952 -14.960 -8.986
N 7.839 -14.797 -7.425
H 7.040 -12.979 -3.903
H 6.959 -14.457 -4.769
H 5.508 -13.409 -4.445
H 7.802 -12.400 -6.230
H 6.176 -11.728 -5.940
H 4.210 -13.067 -6.387
H 4.140 -13.633 -7.966
H 5.397 -11.013 -7.814
H 3.684 -11.012 -7.283
H 4.249 -11.350 -8.952
H 5.213 -15.643 -8.569
H 6.726 -15.497 -9.585
H 5.429 -14.203 -9.676
H 8.106 -14.285 -6.557
C 5.909 -18.601 -8.607
Si 7.739 -19.021 -8.790
C 8.239 -20.165 -7.406
C 7.918 -19.721 -10.425
O 8.423 -17.418 -8.693
H 5.495 -19.570 -8.659
H 5.507 -18.029 -9.480
H 5.444 -18.193 -7.703
H 7.471 -20.923 -7.283
H 8.249 -19.787 -6.406
H 9.243 -20.612 -7.572
H 7.394 -20.656 -10.422
H 8.890 -19.860 -10.808
H 7.346 -19.218 -11.246
*
```

Values from the calculation:
<S²>: 0.753
E_HOMO (spin up / spin down): -13.412 / -13.723 eV
E_LUMO (spin up / spin down): -6.42 / -6.48 eV
HOMO-LUMO gap (spin up / spin down): 6.989 / 7.242 eV
energy relative to the best compared isomer or geometry (same formula, charge and spin): 3.0554 eV

# C2H5BrNO3S

A gas-phase ion, C2H5BrNO3S (charge -1) (ωB97M-V/def2-TZVPD, the OMol25 dataset).

ORCA input file:
```
! RIJCOSX wB97M-V def2-TZVPD def2/J DEFGRID3
* xyz -1 1
C -0.398 -1.347 -0.436
N -0.246 -0.185 0.422
C 0.983 0.244 0.884
Br 1.598 -0.701 2.415
S -0.750 1.238 -0.592
O 0.350 1.247 -1.508
O -0.780 2.411 0.241
O -2.101 0.756 -1.038
H -1.174 -2.036 0.088
H -0.706 -1.021 -1.425
H 0.561 -2.078 -0.441
H 0.823 1.277 1.209
H 1.841 0.195 0.182
*
```

Values from the calculation:
E_HOMO: -5.274 eV
E_LUMO: 3.18 eV
SMILES: CN(CBr)S(=O)(=O)[O-]
HOMO-LUMO gap: 8.459 eV
energy relative to the best compared isomer or geometry (same formula, charge and spin): 0.5593 eV

# C4H8N4

C4H8N4 in the gas phase (ωB97M-V/def2-TZVPD, the OMol25 dataset).

ORCA input file:
```
! RIJCOSX wB97M-V def2-TZVPD def2/J DEFGRID3
* xyz 0 1
C -0.334 -0.570 1.431
C 1.196 1.224 -1.585
C -1.539 -0.961 1.069
C 0.399 0.644 -2.421
N 0.808 -0.837 0.753
N 1.315 1.762 -0.355
N 1.867 -0.016 0.867
N 1.640 1.318 0.791
H -1.799 -1.711 0.274
H -2.325 -0.712 1.825
H 0.610 0.252 -3.463
H -0.618 0.747 -2.106
H 0.588 -0.965 -0.207
H 1.220 2.869 -0.300
H 2.346 -0.080 1.822
H -0.199 0.112 2.305
*
```

Values from the calculation:
E_HOMO (spin up / spin down): -7.554 / -7.554 eV
E_LUMO (spin up / spin down): 0.69 / 0.69 eV
HOMO-LUMO gap (spin up / spin down): 8.249 / 8.247 eV
energy relative to the best compared isomer or geometry (same formula, charge and spin): 7.0914 eV

# C5H11N3

2 unconnected molecules or ions with the total composition C5H11N3 (ωB97M-V/def2-TZVPD, the OMol25 dataset).

ORCA input file:
```
! RIJCOSX wB97M-V def2-TZVPD def2/J DEFGRID3
* xyz 0 1
C 0.486 0.600 1.355
C 0.363 0.507 0.036
C 0.576 1.693 -0.860
C -0.241 -1.984 0.162
C 0.071 -0.769 -0.704
N -3.873 -0.433 -0.268
N -3.085 0.282 0.088
N -2.327 1.168 0.301
H 0.359 -0.240 2.016
H 0.731 1.537 1.827
H -0.326 1.899 -1.435
H 1.381 1.489 -1.566
H 0.834 2.580 -0.288
H 0.601 -2.220 0.808
H -0.438 -2.844 -0.473
H -1.121 -1.816 0.780
H -0.762 -0.589 -1.392
H 0.942 -0.999 -1.326
H -1.639 1.126 1.041
*
```

Values from the calculation:
E_HOMO: -9.439 eV
E_LUMO: 1.03 eV
HOMO-LUMO gap: 10.472 eV
energy relative to the best compared isomer or geometry (same formula, charge and spin): 2.6655 eV

# C3H3ClO2

A molecular structure, C3H3ClO2 (ωB97M-V/def2-TZVPD, the OMol25 dataset).

ORCA input file:
```
! RIJCOSX wB97M-V def2-TZVPD def2/J DEFGRID3
* xyz 0 1
C 0.982 0.677 -0.306
C 0.940 -0.662 -0.506
C -1.073 -0.198 0.582
O -0.087 1.234 0.190
O -0.271 -1.140 0.067
Cl -2.554 0.014 -0.290
H 1.888 1.427 -0.533
H 1.579 -1.330 -0.886
H -1.404 -0.022 1.682
*
```

Values from the calculation:
E_HOMO: -8.351 eV
E_LUMO: 0.93 eV
HOMO-LUMO gap: 9.282 eV
energy relative to the best compared isomer or geometry (same formula, charge and spin): 2.6843 eV

# C4H12NO2

2 unconnected molecules or ions with the total composition C4H12NO2 (ωB97M-V/def2-TZVPD, the OMol25 dataset).

ORCA input file:
```
! RIJCOSX wB97M-V def2-TZVPD def2/J DEFGRID3
* xyz -1 1
C 0.444 0.449 2.496
C -0.189 0.968 1.078
C 0.764 0.550 -0.025
C 1.165 -1.007 -0.246
O -0.081 -1.649 -0.682
N -0.429 2.466 0.992
H 0.669 -0.671 2.216
H -0.269 0.432 3.272
H 1.416 0.910 2.816
H -1.225 0.483 1.066
H 1.770 1.037 -0.057
H 0.199 0.789 -0.936
H 1.747 -1.544 0.680
H 1.989 -1.071 -0.988
H 0.345 2.817 1.499
H -1.247 2.647 1.592
H -1.123 -1.689 -2.338
H -1.259 -0.702 -3.621
O -1.558 -1.658 -3.313
*
```

Values from the calculation:
E_HOMO: -2.921 eV
E_LUMO: 3.87 eV
HOMO-LUMO gap: 6.789 eV
energy relative to the best compared isomer or geometry (same formula, charge and spin): 1.9180 eV

# C19H12N6PdS

A molecular structure, C19H12N6PdS (ωB97M-V/def2-TZVPD, the OMol25 dataset).

ORCA input file:
```
! RIJCOSX wB97M-V def2-TZVPD def2/J DEFGRID3
* xyz 2 5
Pd 0.438 -1.598 0.309
C -1.382 -3.936 -2.981
C -2.281 -3.114 -3.629
C -2.401 -1.810 -3.181
C -1.610 -1.328 -2.097
N -0.734 -2.183 -1.454
C -0.646 -3.424 -1.896
N -1.800 -0.045 -1.821
C -1.096 0.709 -0.939
N -0.130 0.320 -0.134
C 0.352 1.437 0.608
N 1.310 1.478 1.431
C 2.208 0.459 1.785
C 3.300 0.887 2.538
C 4.277 -0.012 2.918
C 4.140 -1.345 2.546
C 3.030 -1.709 1.819
N 2.082 -0.835 1.438
C -0.461 2.597 0.178
C -0.424 3.925 0.538
C -1.320 4.777 -0.109
C -2.204 4.315 -1.083
C -2.232 2.977 -1.454
C -1.347 2.133 -0.800
H -1.232 -4.967 -3.269
H -2.875 -3.470 -4.459
H -3.079 -1.105 -3.639
H 0.041 -4.083 -1.375
H 3.350 1.934 2.797
H 5.129 0.320 3.495
H 4.870 -2.096 2.811
H 2.883 -2.743 1.529
H 0.264 4.289 1.288
H -1.333 5.827 0.146
H -2.874 5.020 -1.556
H -2.908 2.608 -2.212
S -1.762 -1.945 4.619
C -1.040 -2.071 3.162
N -0.502 -2.196 2.135
*
```

Values from the calculation:
<S²>: 6.071
E_HOMO (spin up / spin down): -14.753 / -14.660 eV
E_LUMO (spin up / spin down): -7.09 / -9.67 eV
HOMO-LUMO gap (spin up / spin down): 7.662 / 4.990 eV

# C27H47BrN2O4

C27H47BrN2O4 in the gas phase (ωB97M-V/def2-TZVPD, the OMol25 dataset).

ORCA input file:
```
! RIJCOSX wB97M-V def2-TZVPD def2/J DEFGRID3
* xyz 0 1
C 2.154 -0.098 3.056
C 2.659 -0.713 1.873
C 1.782 -1.059 0.536
N 1.085 -2.287 0.956
C 0.590 -3.158 -0.128
C 1.419 -3.753 -1.353
O -0.622 -3.524 -0.051
C 1.882 -3.174 1.841
C 3.208 -3.971 1.440
O 1.452 -3.372 3.016
O 2.885 -1.139 -0.449
C 3.219 0.202 -0.948
C 3.719 0.346 -2.459
C 4.757 1.540 -2.700
O 5.673 1.823 -1.906
Br 4.504 2.612 -4.384
C 2.167 1.240 -0.321
C 1.851 2.628 -1.074
C 3.086 3.658 -0.767
C 2.703 4.801 0.293
N 2.938 4.431 1.721
C 0.943 0.169 -0.127
C -0.020 1.037 0.857
C -0.963 0.163 1.812
C -2.474 0.768 1.691
C -3.429 0.244 2.873
C -4.472 -0.850 2.335
C -5.562 -0.231 1.299
C -5.939 -1.315 0.166
C -6.622 -0.629 -1.128
C 0.390 -0.127 -1.619
C -1.180 0.103 -1.824
C -1.403 0.229 -3.440
C -2.123 -1.101 -1.359
H 1.292 -0.499 3.700
H 2.617 0.897 3.380
H 3.785 -0.962 1.860
H 2.550 -3.562 -1.205
H 1.314 -4.883 -1.491
H 1.146 -3.237 -2.337
H 2.888 -4.818 0.729
H 4.042 -3.315 1.026
H 3.603 -4.505 2.382
H 4.196 0.415 -0.362
H 2.899 0.454 -3.241
H 4.287 -0.625 -2.731
H 2.648 1.654 0.645
H 1.747 2.531 -2.209
H 0.922 3.148 -0.645
H 3.392 4.159 -1.758
H 3.962 3.055 -0.354
H 3.406 5.692 0.070
H 1.641 5.195 0.159
H 3.561 3.622 1.824
H 2.057 4.315 2.239
H 0.706 1.613 1.552
H -0.573 1.875 0.286
H -0.655 0.358 2.896
H -1.029 -0.944 1.562
H -2.963 0.528 0.689
H -2.396 1.916 1.748
H -2.847 -0.080 3.805
H -4.058 1.158 3.205
H -5.021 -1.348 3.217
H -3.876 -1.622 1.722
H -6.491 0.121 1.871
H -5.144 0.690 0.751
H -6.631 -2.081 0.655
H -5.007 -1.886 -0.189
H -7.659 -0.275 -0.802
H -6.052 0.294 -1.500
H -6.685 -1.424 -1.951
H 0.604 -1.208 -1.972
H 0.908 0.518 -2.426
H -1.600 1.069 -1.395
H -2.514 0.480 -3.579
H -0.745 1.027 -3.916
H -1.225 -0.827 -3.877
H -2.038 -1.396 -0.263
H -2.007 -2.039 -1.996
H -3.213 -0.737 -1.505
*
```

Values from the calculation:
E_HOMO: -8.571 eV
E_LUMO: -0.45 eV
SMILES: C=C[C@]1(N(C(C)=O)C(C)=O)O[C@@H](CC(=O)Br)[C@@H](CCCN)[C@@]1(CCCCCCCC)CC(C)C
HOMO-LUMO gap: 8.120 eV